Formula: C15H30N2O4
Source: the OMol25 dataset
Level of theory: ωB97M-V/def2-TZVPD

Cartesian coordinates (Å):
C  7.2550  0.0430  -0.6545
O  6.4155  0.0648  -1.8158
C  6.3845  1.3421  -2.4499
C  5.0360  2.1340  -2.1990
C  4.2867  1.7158  -0.8727
N  2.9615  2.3924  -0.8799
C  1.8378  1.4596  -0.6627
C  1.7568  0.2850  -1.6984
O  0.9892  -0.6666  -1.3879
O  2.4254  0.2182  -2.7775
H  6.8042  -0.5230  0.2033
H  7.4136  1.0912  -0.2763
H  8.2317  -0.4240  -0.9720
H  6.4442  1.1703  -3.5621
H  7.2450  2.0123  -2.1953
H  5.2139  3.2431  -2.1178
H  4.3034  1.9973  -3.0357
H  4.2515  0.6141  -0.7035
H  4.9058  2.1413  -0.0237
H  2.9703  3.0102  -0.0615
H  0.8927  2.0619  -0.8108
H  1.7943  1.0377  0.3824
C  -5.0403  -0.6171  -0.4837
C  -3.5695  -0.2360  -0.1393
C  -2.5943  -1.3807  -0.5094
C  -2.5336  -2.5293  0.4880
C  -2.3189  -2.0009  1.9005
C  -3.3857  -0.9670  2.3023
N  -3.4878  0.1456  1.3017
O  -2.4882  0.8963  1.4551
C  -4.7412  -1.6908  2.4660
C  -3.0759  -0.4454  3.7184
C  -3.2536  0.9303  -1.0995
H  -5.7017  -0.6066  0.3821
H  -5.4935  0.1015  -1.1685
H  -5.1118  -1.6014  -0.9472
H  -1.5777  -0.9703  -0.6009
H  -2.8470  -1.7760  -1.4952
H  -3.4420  -3.1361  0.4299
H  -1.7078  -3.1947  0.2225
H  -2.3243  -2.8358  2.6055
H  -1.3186  -1.5598  1.9674
H  -5.5375  -0.9861  2.7176
H  -4.6865  -2.4195  3.2763
H  -5.0462  -2.2508  1.5842
H  -2.0768  -0.0158  3.7993
H  -3.1260  -1.2579  4.4436
H  -3.8018  0.3128  4.0234
H  -3.8606  1.8101  -0.8694
H  -3.4675  0.6372  -2.1281
H  -2.2028  1.2233  -1.0711

Values from the calculation:
Largest force on an atom in Eh/bohr: 0.1288
HOMO level in eV: -6.952
Electronic energy in Ha: -999.7408
Total charge: 0

=====

Formula: C15H30O15
Source: the OMol25 dataset
Level of theory: ωB97M-V/def2-TZVPD

Cartesian coordinates (Å):
C  6.1413  1.4067  -1.1443
O  6.6105  0.7410  -2.3067
C  5.7969  -0.1499  -2.8959
O  4.9347  -0.7804  -2.2800
O  6.0942  -0.2936  -4.2378
C  5.3843  -1.1384  -4.9810
H  5.3772  1.0334  -0.5282
H  6.0608  2.1927  -1.5407
H  7.0456  1.3924  -0.4588
H  5.8571  -0.8855  -6.0136
H  4.3077  -0.7375  -4.9599
H  5.4142  -2.2794  -4.9016
C  -2.1467  -1.7739  0.9741
O  -0.8140  -1.3106  1.1789
C  -0.0827  -0.8616  0.1639
O  -0.5601  -0.8723  -0.9333
O  1.1304  -0.4401  0.4532
C  1.9678  0.1036  -0.4735
H  -2.1127  -2.7544  0.2581
H  -2.7836  -0.9656  0.6342
H  -2.5445  -2.0058  1.8212
H  2.3684  -0.3905  -1.1681
H  2.8875  0.5093  -0.0286
H  1.5108  1.0967  -0.9218
C  -6.4721  -1.6450  2.0707
O  -6.3515  -2.8031  2.9666
C  -5.0703  -2.9467  3.6595
O  -4.2829  -1.8966  3.5873
O  -4.9343  -4.0966  4.3300
C  -3.7169  -4.3990  5.0204
H  -6.1954  -0.8515  2.6910
H  -7.5254  -1.4927  1.7102
H  -5.8033  -1.7363  1.1817
H  -3.1183  -5.0163  4.4147
H  -3.6089  -5.0393  5.9104
H  -3.2003  -3.5946  5.3159
C  5.3546  5.2156  0.8931
O  4.4148  4.2361  0.7092
C  3.2532  4.0653  1.5484
O  3.0446  4.7978  2.5070
O  2.5018  3.0667  1.1218
C  1.2718  2.9097  1.7557
H  6.0204  5.0840  -0.1030
H  6.1151  4.9662  1.7738
H  4.9211  6.3521  0.9440
H  0.4961  2.4154  1.1494
H  0.7467  3.9130  2.0327
H  1.1667  2.3554  2.6128
C  -2.8877  -1.7014  -3.7477
O  -3.5752  -0.5906  -3.4103
C  -4.1009  -0.4348  -2.1686
O  -4.2051  -1.3206  -1.4115
O  -4.5302  0.7925  -1.8695
C  -4.9154  1.1283  -0.5814
H  -2.0191  -1.5260  -3.1964
H  -2.4421  -1.8768  -4.8553
H  -3.3279  -2.5720  -3.3787
H  -3.9670  0.9416  0.0163
H  -5.6507  0.3050  -0.2954
H  -5.2512  2.1585  -0.6147

Values from the calculation:
Structure (SMILES): COC(=O)OC.COC(=O)OC.COC(=O)OC.COC(=O)OC.COC(=O)OC
Largest force on an atom in Eh/bohr: 0.2522
HOMO level in eV: -10.424
Electronic energy in Ha: -1717.8551
Total charge: 0

=====

Formula: C15H31AsN3O3SeSr
Source: the OMol25 dataset
Level of theory: ωB97M-V/def2-TZVPD

Cartesian coordinates (Å):
Sr  -0.2423  -0.3605  -0.5925
C  1.4757  -0.6804  4.0400
N  2.2556  -1.2030  2.9183
C  3.2528  -2.2271  3.2276
C  2.0274  -0.7380  1.6961
O  1.1481  0.0970  1.4443
C  2.9427  -1.1813  0.5531
O  2.1965  -1.4038  -0.6419
C  2.0993  -2.7539  -1.0598
C  0.9339  -3.4378  -0.3415
O  0.1830  -2.7418  0.3606
N  0.7578  -4.7416  -0.5061
C  -0.3718  -5.3651  0.1869
C  1.6545  -5.5573  -1.3211
H  2.1485  -0.4416  4.8618
H  0.7509  -1.4230  4.3753
H  0.9535  0.2157  3.7249
H  3.1478  -2.4884  4.2763
H  4.2695  -1.8665  3.0708
H  3.0876  -3.1334  2.6458
H  3.5397  -2.0579  0.7919
H  3.6239  -0.3498  0.3588
H  3.0368  -3.2870  -0.8845
H  1.9293  -2.7470  -2.1389
H  -0.2655  -5.2569  1.2653
H  -0.3990  -6.4193  -0.0694
H  -1.3036  -4.8912  -0.1169
H  1.9364  -5.0389  -2.2356
H  1.1310  -6.4627  -1.6123
H  2.5540  -5.8411  -0.7716
Se  -2.7864  -1.1092  -2.2816
C  -1.4052  -0.1876  -3.0044
N  -0.3935  0.3640  -3.1831
C  -4.2114  2.2825  -0.3910
C  -3.1819  2.8229  -1.3762
As  -1.3728  2.7304  -0.6399
C  -1.4922  3.9583  0.8835
C  -2.0203  5.3511  0.5673
C  -0.3017  3.7771  -1.9205
C  -1.0770  4.6433  -2.9062
H  -5.2112  2.3147  -0.8246
H  -4.2354  2.8658  0.5314
H  -4.0006  1.2429  -0.1330
H  -3.4055  3.8503  -1.6613
H  -3.1726  2.2213  -2.2869
H  -0.4841  4.0081  1.3007
H  -2.1119  3.4647  1.6346
H  -1.3799  5.8672  -0.1484
H  -2.0612  5.9625  1.4697
H  -3.0278  5.3144  0.1512
H  0.3073  3.0546  -2.4645
H  0.3791  4.3822  -1.3167
H  -1.7280  4.0400  -3.5390
H  -0.3852  5.1737  -3.5620
H  -1.6944  5.3882  -2.4048

Values from the calculation:
Largest force on an atom in Eh/bohr: 0.0086
HOMO level in eV: -10.737
Electronic energy in Ha: -5647.9610
Total charge: +1

=====

Formula: C15H31B3ClF13Mg3N3O6
Source: the OMol25 dataset
Level of theory: ωB97M-V/def2-TZVPD

Cartesian coordinates (Å):
F  2.1841  1.7111  -1.5149
C  2.1227  2.2335  -2.8498
F  2.2986  1.2268  -3.8021
C  3.2776  3.3492  -2.9922
F  3.3308  3.6594  -4.3546
F  4.4888  2.7473  -2.5784
C  2.8425  4.5515  -2.0475
C  3.7903  5.8482  -1.9072
O  3.1370  7.0172  -2.4774
B  1.9743  6.4063  -3.1750
O  1.6138  5.1883  -2.3842
H  1.0850  2.7458  -2.9583
H  2.9252  4.0862  -1.0086
H  3.7223  6.0982  -0.7794
H  4.9684  5.7523  -2.0848
H  2.5016  5.9579  -4.1717
H  1.0585  7.1532  -3.3651
Mg  -0.1963  2.4429  -1.7156
B  -0.1222  -1.8515  0.1815
F  1.1292  -1.4360  0.7911
F  -0.6394  -0.7742  -0.5806
F  0.1101  -2.9703  -0.6629
F  -1.0466  -2.1989  1.2021
C  -2.9749  -9.4947  -1.4203
C  -3.4334  -8.1343  -1.9298
C  -2.4621  -6.9810  -1.7191
N  -2.1473  -6.6012  -0.2685
C  -0.8462  -7.2411  0.1515
C  -1.9968  -5.0759  -0.1783
C  -3.4216  -4.5868  -0.0288
C  -4.0720  -5.6099  0.8838
C  -3.2465  -6.8857  0.7576
H  -2.8033  -9.5071  -0.3369
H  -3.7424  -10.2428  -1.6342
H  -2.0527  -9.8065  -1.9193
H  -4.4164  -7.8845  -1.5192
H  -3.5940  -8.2254  -3.0103
H  -2.8765  -6.0969  -2.2076
H  -1.5075  -7.1886  -2.2109
H  -0.0579  -6.8863  -0.5160
H  -0.9512  -8.3227  0.0881
H  -0.6233  -6.9454  1.1761
H  -1.4111  -4.8532  0.7168
H  -1.4835  -4.7042  -1.0641
H  -3.9323  -4.5703  -0.9963
H  -3.4714  -3.5771  0.3804
H  -5.1178  -5.7778  0.6163
H  -4.0613  -5.2667  1.9216
H  -3.8365  -7.7514  0.4782
H  -2.7602  -7.1093  1.7077
F  -2.1107  -9.4258  1.4186
C  1.8761  8.8555  2.2243
C  2.2114  7.7914  1.2063
O  3.1762  7.8878  0.4682
N  1.3910  6.7022  1.1370
C  0.2042  6.4186  1.9277
H  2.6113  9.6596  2.1697
H  0.8892  9.2746  2.0200
H  1.9034  8.4279  3.2347
H  1.6727  6.0300  0.4354
H  0.3588  5.4754  2.4567
H  -0.6439  6.3124  1.2495
H  -0.0093  7.2049  2.6487
Mg  3.0160  6.9965  3.7924
N  -7.1467  -4.1212  -1.0965
O  -7.1796  -3.1802  -0.3005
O  -7.8556  -5.1106  -0.9105
O  -6.4001  -4.0726  -2.0779
B  6.2932  8.0889  6.7576
F  6.3762  7.4694  8.0349
F  4.9099  8.2510  6.3975
F  6.9210  9.3634  6.7965
F  6.9311  7.2646  5.7781
Mg  1.2392  -0.3176  2.4076
Cl  6.1088  5.1361  -0.8585

Values from the calculation:
Largest force on an atom in Eh/bohr: 0.1097
HOMO level in eV: -9.971
Electronic energy in Ha: -3638.5264
Total charge: +1